Entry 1:
Formula: C9H13N2O
Source: the Open Molecules 2025 dataset
Level of theory: ωB97M-V with the def2-TZVPD basis set

relative energy (zero: lowest compared OMol25 entry of this formula, charge and spin)	2.820	eV
⟨S²⟩	2.0321
2S+1	3
total charge	+1
Kohn-Sham gap (alpha / beta)	7.7 / 5.8	eV
HOMO energy (alpha / beta)	-11.715 / -12.481	eV
lowest unoccupied orbital energy (alpha / beta)	-4.034 / -6.710	eV

Positions of all 25 atoms, in Å:
C (-1.727, 0.850, 0.801)
C (1.018, -1.791, 0.113)
C (0.374, 0.442, -0.216)
C (-3.073, 0.249, 0.647)
C (0.870, 1.776, 0.062)
C (-2.943, -0.804, -0.545)
C (2.394, 1.729, -0.148)
C (2.664, 0.244, -0.148)
C (-1.501, -1.112, -0.418)
N (1.369, -0.471, -0.215)
N (-0.960, 0.095, -0.040)
O (2.193, -2.370, 0.434)
H (-3.039, -0.042, 1.750)
H (-3.867, 0.986, 0.520)
H (0.326, 2.589, -0.459)
H (0.720, 2.061, 1.075)
H (-3.643, -1.668, -0.700)
H (-3.001, -0.127, -1.445)
H (2.864, 2.160, -1.040)
H (2.823, 2.207, 0.679)
H (3.226, -0.056, -1.019)
H (3.134, -0.198, 0.701)
H (-1.156, -1.854, 0.401)
H (-1.206, -1.549, -1.335)
H (2.141, -3.344, 0.544)

---

Entry 2:
Formula: C27H77BF4N5O12Pt
Source: the Open Molecules 2025 dataset
Level of theory: ωB97M-V with the def2-TZVPD basis set

relative energy (zero: lowest compared OMol25 entry of this formula, charge and spin)	2.703	eV
⟨S²⟩	2.0027
2S+1	3
total charge	+1
Kohn-Sham gap (alpha / beta)	7.1 / 5.2	eV
HOMO energy (alpha / beta)	-10.737 / -10.737	eV
lowest unoccupied orbital energy (alpha / beta)	-3.611 / -5.524	eV

Positions of all 127 atoms, in Å:
Pt (-1.284, -2.532, 0.639)
B (-0.196, 0.659, 0.959)
F (-0.146, -0.692, 1.164)
F (-1.273, 0.956, 0.234)
F (-0.421, 1.269, 2.213)
F (1.046, 1.159, 0.494)
C (3.165, -0.370, -1.735)
C (3.513, -1.098, -3.028)
O (4.013, -2.443, -2.756)
O (1.828, -0.806, -1.299)
H (3.143, 0.703, -1.925)
H (3.924, -0.386, -0.952)
H (4.264, -0.556, -3.602)
H (2.660, -1.194, -3.700)
H (3.763, -2.946, -3.535)
H (1.707, -0.391, -0.442)
C (0.686, -3.751, 2.669)
C (-0.225, -2.851, 3.553)
O (-1.468, -2.670, 2.962)
O (0.872, -3.194, 1.345)
H (0.119, -4.670, 2.522)
H (1.616, -3.982, 3.188)
H (0.209, -1.888, 3.823)
H (-0.246, -3.315, 4.539)
H (-2.120, -2.701, 3.666)
H (1.805, -2.966, 1.359)
C (-2.221, 0.645, -3.692)
C (-0.748, 0.987, -3.810)
O (-0.441, 2.051, -2.961)
O (-2.461, 0.242, -2.327)
H (-2.556, -0.107, -4.406)
H (-2.875, 1.464, -3.993)
H (-0.552, 1.214, -4.858)
H (-0.011, 0.207, -3.618)
H (-0.505, 1.694, -2.073)
H (-3.129, 0.851, -2.004)
C (-0.317, 4.318, 1.427)
O (-1.487, 3.719, 1.854)
H (-0.542, 5.341, 1.126)
H (0.419, 4.395, 2.228)
H (0.097, 3.720, 0.615)
H (-1.296, 2.784, 1.952)
C (6.774, 2.251, 2.140)
C (6.603, 2.073, 0.606)
C (5.694, 3.043, -0.089)
O (4.290, 2.838, 0.374)
C (3.382, 3.594, -0.396)
N (7.912, 2.106, -0.053)
H (7.283, 3.206, 2.270)
H (7.374, 1.443, 2.558)
H (5.805, 2.190, 2.634)
H (6.207, 1.076, 0.416)
H (5.606, 2.740, -1.132)
H (5.956, 4.084, 0.100)
H (3.615, 3.408, -1.444)
H (3.432, 4.659, -0.169)
H (2.374, 3.271, -0.135)
H (8.608, 1.506, 0.366)
H (8.273, 3.044, 0.048)
C (-0.642, -2.603, -3.863)
C (-0.578, -3.101, -2.410)
C (0.544, -4.114, -2.198)
O (0.578, -5.156, -3.158)
C (-0.637, -5.989, -3.095)
N (-0.696, -1.979, -1.456)
H (0.231, -2.034, -4.181)
H (-1.449, -1.898, -4.065)
H (-0.767, -3.268, -4.718)
H (-1.527, -3.634, -2.349)
H (0.625, -4.489, -1.177)
H (1.432, -3.499, -2.345)
H (-0.634, -6.537, -2.153)
H (-0.564, -6.810, -3.808)
H (-1.591, -5.493, -3.273)
H (-1.259, -1.335, -1.991)
H (0.177, -1.479, -1.547)
C (-6.117, 1.312, -4.000)
C (-6.478, 2.601, -3.315)
C (-5.651, 2.945, -2.040)
O (-4.274, 2.620, -2.223)
C (-3.548, 3.124, -1.111)
N (-6.336, 3.653, -4.340)
H (-6.923, 0.934, -4.628)
H (-5.994, 0.562, -3.219)
H (-5.205, 1.269, -4.595)
H (-7.520, 2.457, -3.032)
H (-6.077, 2.430, -1.179)
H (-5.822, 4.003, -1.839)
H (-3.846, 2.736, -0.136)
H (-3.687, 4.190, -0.927)
H (-2.468, 3.060, -1.244)
H (-5.357, 3.898, -4.384)
H (-6.610, 3.322, -5.254)
C (5.960, -0.920, 5.144)
C (4.510, -1.353, 5.421)
C (3.494, -0.679, 4.447)
O (3.636, 0.737, 4.642)
C (2.805, 1.457, 3.823)
N (4.398, -2.855, 5.228)
H (6.639, -1.407, 5.844)
H (6.021, 0.166, 5.085)
H (6.368, -1.234, 4.183)
H (4.167, -0.977, 6.385)
H (2.474, -0.902, 4.761)
H (3.629, -1.016, 3.419)
H (3.081, 2.492, 4.023)
H (1.733, 1.391, 4.011)
H (2.920, 1.313, 2.749)
H (4.811, -2.973, 4.314)
H (4.980, -3.361, 5.880)
C (-3.968, 0.217, 2.681)
C (-3.937, -1.072, 1.816)
C (-5.342, -1.378, 1.199)
O (-5.821, -0.344, 0.338)
C (-7.048, -0.597, -0.225)
N (-2.974, -1.074, 0.732)
H (-4.169, 1.043, 1.999)
H (-3.048, 0.347, 3.251)
H (-4.767, 0.362, 3.409)
H (-3.789, -1.845, 2.570)
H (-6.078, -1.420, 2.002)
H (-5.351, -2.323, 0.655)
H (-7.879, -0.358, 0.437)
H (-7.175, -1.622, -0.573)
H (-7.122, 0.089, -1.069)
H (-3.491, -0.819, -0.097)
H (-2.513, -0.184, 0.855)

---

Entry 3:
Formula: C25H45F5N3O36S9
Source: the Open Molecules 2025 dataset
Level of theory: ωB97M-V with the def2-TZVPD basis set

total charge	-1
Kohn-Sham gap	6.8	eV
HOMO energy	-5.367	eV
lowest unoccupied orbital energy	1.389	eV

Positions of all 123 atoms, in Å:
C (-1.031, -0.623, 3.468)
N (-0.843, 0.196, 2.228)
C (-1.621, 1.474, 2.234)
C (-1.081, 2.612, 3.237)
C (-0.555, 3.952, 2.528)
N (0.708, 4.343, 2.614)
C (-3.152, 1.157, 2.708)
C (-3.828, 0.003, 1.784)
N (-5.109, -0.538, 2.380)
C (-1.800, 2.002, 0.698)
O (-2.642, 2.944, 0.431)
O (-1.127, 1.456, -0.372)
S (0.848, 0.407, 2.065)
O (1.522, 0.450, 3.419)
O (1.282, 1.625, 1.336)
C (1.437, -1.053, 1.025)
F (0.857, -0.832, -0.278)
F (0.939, -2.308, 1.472)
C (3.026, -1.099, 0.794)
F (3.401, -2.498, 0.855)
F (3.455, -0.641, -0.471)
F (3.801, -0.452, 1.777)
H (-0.210, -1.436, 3.546)
H (-0.915, 0.016, 4.416)
H (-2.025, -1.218, 3.482)
H (-0.253, 2.269, 3.953)
H (-1.957, 2.942, 3.920)
H (-1.282, 4.575, 1.900)
H (1.183, 3.617, 3.197)
H (-3.801, 2.098, 2.515)
H (-3.238, 0.949, 3.828)
H (-4.021, 0.391, 0.710)
H (-3.131, -0.913, 1.667)
H (-4.805, -1.193, 3.123)
H (-5.490, -1.145, 1.629)
C (-2.057, -3.899, 0.196)
C (-2.232, -5.358, 0.584)
O (-3.214, -5.349, 1.626)
S (-4.251, -4.131, 1.360)
O (-5.407, -4.658, 0.704)
O (-4.326, -3.335, 2.545)
O (-3.366, -3.332, 0.263)
H (-1.421, -3.372, 0.914)
H (-1.642, -3.786, -0.805)
H (-1.303, -5.809, 0.935)
H (-2.626, -5.941, -0.245)
C (-0.943, -5.334, -5.156)
C (0.355, -5.821, -4.531)
O (0.042, -6.040, -3.154)
S (-1.503, -6.516, -3.032)
O (-1.528, -7.941, -2.940)
O (-2.162, -5.666, -2.087)
O (-1.975, -6.096, -4.524)
H (-1.115, -4.277, -4.936)
H (-0.963, -5.487, -6.236)
H (1.163, -5.096, -4.633)
H (0.668, -6.776, -4.963)
C (-1.622, 6.062, 6.160)
C (-2.408, 5.887, 7.450)
O (-2.433, 4.479, 7.680)
S (-1.061, 3.826, 7.111)
O (-0.149, 3.673, 8.203)
O (-1.402, 2.755, 6.231)
O (-0.577, 5.091, 6.222)
H (-2.241, 5.840, 5.286)
H (-1.205, 7.065, 6.063)
H (-3.421, 6.284, 7.377)
H (-1.893, 6.359, 8.293)
C (4.982, -4.619, -1.053)
C (6.423, -4.285, -1.401)
O (6.878, -5.385, -2.189)
S (5.631, -5.977, -3.042)
O (5.678, -5.419, -4.358)
O (5.547, -7.382, -2.800)
O (4.444, -5.237, -2.224)
H (4.930, -5.342, -0.234)
H (4.406, -3.732, -0.791)
H (7.047, -4.160, -0.516)
H (6.481, -3.382, -2.016)
C (5.420, -4.779, -8.529)
C (5.532, -3.643, -7.524)
O (4.449, -2.765, -7.835)
S (3.204, -3.640, -8.397)
O (2.295, -3.874, -7.318)
O (2.795, -3.089, -9.649)
O (4.019, -5.014, -8.678)
H (5.821, -4.485, -9.503)
H (5.924, -5.683, -8.187)
H (6.485, -3.119, -7.594)
H (5.390, -4.006, -6.502)
C (2.448, 2.993, 11.191)
C (1.192, 2.189, 10.901)
O (0.854, 1.569, 12.144)
S (1.298, 2.546, 13.359)
O (0.153, 3.293, 13.777)
O (2.109, 1.798, 14.267)
O (2.258, 3.533, 12.500)
H (3.333, 2.351, 11.213)
H (2.601, 3.794, 10.467)
H (1.348, 1.438, 10.127)
H (0.364, 2.841, 10.612)
C (-2.117, 3.554, -2.357)
C (-1.579, 3.029, -3.678)
O (-2.046, 3.954, -4.672)
S (-2.130, 5.434, -3.998)
O (-0.936, 6.151, -4.340)
O (-3.440, 5.961, -4.223)
O (-2.016, 4.979, -2.448)
H (-3.170, 3.294, -2.228)
H (-1.547, 3.185, -1.505)
H (-1.931, 2.021, -3.898)
H (-0.485, 3.044, -3.693)
C (-0.993, 5.934, -9.094)
C (-2.171, 5.192, -9.711)
O (-2.654, 4.338, -8.678)
S (-2.412, 5.059, -7.236)
O (-3.627, 5.699, -6.851)
O (-1.706, 4.146, -6.381)
O (-1.377, 6.203, -7.746)
H (-0.097, 5.305, -9.074)
H (-0.771, 6.864, -9.619)
H (-1.884, 4.611, -10.588)
H (-2.974, 5.885, -9.981)

---

Entry 4:
Formula: C17H16ClN4O9S2V
Source: the Open Molecules 2025 dataset
Level of theory: ωB97M-V with the def2-TZVPD basis set

relative energy (zero: lowest compared OMol25 entry of this formula, charge and spin)	0.000	eV
⟨S²⟩	3.7551
2S+1	4
total charge	-1
Kohn-Sham gap (alpha / beta)	7.7 / 8.4	eV
HOMO energy (alpha / beta)	-5.135 / -5.853	eV
lowest unoccupied orbital energy (alpha / beta)	2.548 / 2.547	eV

Positions of all 50 atoms, in Å:
V (-1.138, 0.779, -0.255)
N (2.538, -2.617, 6.420)
C (1.495, -2.250, 5.562)
C (1.631, -2.407, 4.181)
C (0.621, -2.005, 3.330)
C (-0.536, -1.435, 3.848)
C (-0.673, -1.256, 5.213)
C (0.335, -1.669, 6.069)
S (-1.803, -0.908, 2.739)
O (-2.861, -0.340, 3.533)
O (-2.104, -2.007, 1.860)
N (-1.083, 0.200, 1.810)
C (-0.801, 1.440, 2.271)
N (-0.653, 1.781, 3.551)
C (-0.351, 3.052, 3.780)
C (-0.198, 4.005, 2.784)
C (-0.374, 3.561, 1.483)
N (-0.661, 2.302, 1.221)
H (3.158, -3.316, 6.044)
H (2.246, -2.847, 7.357)
H (2.541, -2.835, 3.776)
H (0.732, -2.115, 2.259)
H (-1.570, -0.784, 5.590)
H (0.231, -1.526, 7.139)
H (-0.218, 3.328, 4.822)
H (0.046, 5.032, 3.008)
H (-0.277, 4.223, 0.630)
C (2.817, 5.928, -3.175)
C (2.671, 4.611, -2.463)
C (2.571, 3.420, -3.182)
C (2.397, 2.209, -2.537)
C (2.318, 2.171, -1.150)
C (2.430, 3.339, -0.419)
C (2.608, 4.551, -1.076)
S (2.055, 0.610, -0.337)
O (2.050, 0.895, 1.079)
O (3.062, -0.292, -0.833)
O (0.705, 0.197, -0.834)
H (3.418, 5.826, -4.079)
H (3.287, 6.675, -2.534)
H (1.841, 6.319, -3.474)
H (2.628, 3.445, -4.265)
H (2.319, 1.288, -3.101)
H (2.384, 3.285, 0.661)
H (2.699, 5.465, -0.500)
O (-1.881, 1.825, -2.240)
Cl (-3.061, 1.003, -1.932)
O (-3.397, 1.314, -0.538)
O (-4.135, 1.249, -2.814)
O (-2.606, -0.380, -1.955)

---

Values for DFT total energy, Ha, ordered as above
-534.97604; -2794.92317; -7935.14578; -3754.11608